This record from the OMol25 dataset describes one molecule with the formula C5H8N2. The level of theory is wB97M-V/def2-TZVPD.

XYZ file:
```
15
Properties=species:S:1:pos:R:3
C -2.39 -0.18 0.06
C -0.92 0.11 0.05
C -0.33 1.30 -0.30
N 1.03 1.13 -0.28
C 1.33 -0.17 0.07
N 2.69 -0.57 0.06
C 0.14 -0.82 0.29
H -2.64 -0.95 -0.69
H -2.74 -0.55 1.03
H -2.97 0.71 -0.19
H -0.77 2.25 -0.57
H 1.74 1.80 -0.52
H 3.00 -0.86 0.97
H 2.81 -1.36 -0.57
H 0.03 -1.86 0.58
```

HOMO: -7.9 eV
ΔE to the lowest compared entry with this formula, charge and spin: 9.0 kJ/mol
DFT total energy: -304.832052 hartree
Structure (SMILES): Cc1c[nH]c(N)c1
Net charge: 0
LUMO energy: 1.049 eV